[1]
Density functional theory data (ωB97M-V/def2-TZVPD) for a molecular structure, C14H20N2O16P3Ti at a distorted geometry.

Values from the calculation:
- LUMO: 1.53 eV
- E_HOMO: -5.976 eV
- Calculated total energy: -101580.80614 eV
- Net charge: -1
- Frontier orbital gap: 7.51 eV

Each line ends with the Löwdin charge.
Element x y z (Å)
Ti 3.075 -0.752 1.035  1.212
O -0.484 0.516 5.976  0.068
C 0.317 0.216 4.927  -0.269
C 1.015 -0.999 4.891  0.082
C 1.729 -1.252 3.756  -0.135
N 1.876 -0.379 2.752  0.049
C 1.149 0.730 2.716  -0.132
C 0.332 1.101 3.819  0.120
C 1.305 1.497 1.460  -0.534
O 0.534 2.402 1.144  0.064
O 2.301 1.116 0.691  -0.095
C 2.590 -2.478 3.454  -0.525
O 2.521 -3.502 4.087  0.102
O 3.302 -2.300 2.355  -0.124
H -0.631 -0.285 6.511  0.121
H 0.851 -1.752 5.669  0.142
H -0.224 2.055 3.855  0.141
O 1.034 -0.996 -2.259  -0.150
P 1.529 -2.319 -1.457  0.327
O 0.687 -3.471 -1.709  -0.244
O 1.696 -1.779 0.002  -0.366
O 3.089 -2.496 -2.121  -0.243
P 4.180 -1.354 -1.859  0.258
O 5.499 -2.145 -2.189  -0.084
O 3.887 -0.292 -2.859  -0.264
O 4.273 -1.068 -0.319  -0.354
H 1.803 -0.469 -2.533  0.042
H 6.277 -1.662 -1.878  0.094
O 4.946 -0.386 4.403  0.111
C 4.727 -0.209 3.254  -0.462
N 4.545 0.044 2.084  0.013
C -2.027 0.903 -5.261  -0.076
C -1.413 1.452 -3.954  -0.309
O -1.814 0.549 -2.953  -0.332
P -1.783 0.894 -1.378  0.870
O -2.965 -0.140 -0.903  -0.325
C -3.016 -1.482 -1.421  -0.280
C -4.421 -1.782 -2.057  -0.056
O -2.705 2.232 -1.295  -0.330
C -3.366 2.537 -0.036  -0.280
C -2.813 3.813 0.652  -0.084
H -1.594 1.390 -6.127  0.061
H -3.117 1.018 -5.278  0.072
H -1.777 -0.176 -5.283  0.083
H -1.850 2.462 -3.754  0.112
H -0.331 1.602 -4.057  0.115
H -2.707 -2.220 -0.672  0.115
H -2.318 -1.554 -2.212  0.073
H -5.126 -1.366 -1.379  0.051
H -4.471 -2.903 -2.100  0.084
H -4.411 -1.347 -3.054  0.064
H -3.257 1.664 0.618  0.093
H -4.419 2.674 -0.279  0.106
H -1.943 3.704 1.336  0.058
H -3.657 4.170 1.274  0.065
H -2.433 4.574 -0.083  0.085

---

[2]
Density functional theory data (ωB97M-V/def2-TZVPD) for a molecular structure, C40H37Cl2F3N2O4S4SbSe2Ta at a distorted geometry.

Values from the calculation:
- LUMO: -0.86 eV
- E_HOMO: -7.649 eV
- Calculated total energy: -268571.87698 eV
- Frontier orbital gap: 6.79 eV

Each line ends with the Löwdin charge.
Element x y z (Å)
Ta 0.844 0.632 -0.381  0.751
O -1.876 1.792 3.025  0.036
C -0.981 2.226 3.964  -0.228
C -1.449 2.606 5.254  -0.004
C -0.524 3.024 6.214  -0.089
C 0.813 2.996 5.869  -0.111
C 1.296 2.623 4.625  -0.008
C 0.372 2.310 3.601  -0.071
C 0.881 1.958 2.273  -0.464
O 0.098 1.428 1.364  -0.468
N 2.164 2.090 2.078  0.023
N 2.600 1.543 0.865  -0.267
C 3.873 1.652 0.700  -0.878
S 4.746 0.971 -0.619  0.934
C 6.374 1.168 0.154  -0.490
C 6.357 2.406 1.018  -0.535
S 4.797 2.564 1.912  0.956
H -1.417 1.611 2.191  0.051
H -2.567 2.592 5.408  0.132
H -0.845 3.283 7.230  0.109
H 1.553 3.256 6.653  0.110
H 2.356 2.630 4.436  0.104
H 7.110 1.232 -0.624  0.073
H 6.592 0.277 0.746  0.084
H 6.422 3.344 0.434  0.079
H 7.167 2.427 1.760  0.081
O -1.396 4.700 -4.502  -0.048
C -0.258 4.046 -5.030  -0.206
C 0.531 3.077 -3.999  -0.510
C 1.743 2.515 -4.822  -0.261
O 2.820 1.999 -4.116  -0.069
C 1.058 3.768 -2.703  -0.442
Se 0.564 3.088 -0.904  0.699
C -0.521 2.038 -3.626  -0.567
Se 0.212 0.375 -2.945  0.554
H -1.052 5.438 -4.000  0.077
H 0.385 4.768 -5.535  0.120
H -0.672 3.338 -5.792  0.131
H 2.138 3.339 -5.417  0.122
H 1.335 1.785 -5.560  0.134
H 2.514 1.204 -3.710  -0.010
H 0.641 4.820 -2.634  0.064
H 2.172 3.764 -2.643  0.063
H -1.052 1.737 -4.540  0.068
H -1.247 2.480 -2.970  0.026
S 1.148 -0.993 1.460  0.670
C 2.591 -1.982 1.100  -0.615
C 3.237 -2.645 2.135  -0.117
C 4.336 -3.430 1.884  -0.102
C 4.811 -3.514 0.594  -0.104
C 4.191 -2.832 -0.435  -0.124
C 3.099 -2.011 -0.184  -0.687
S 2.382 -0.975 -1.412  0.483
H 2.803 -2.658 3.145  0.113
H 4.837 -3.983 2.676  0.107
H 5.590 -4.283 0.316  0.124
H 4.547 -2.907 -1.431  0.096
F -6.285 3.488 0.668  0.062
C -5.344 2.534 0.488  -0.270
C -4.284 2.829 -0.343  -0.010
C -3.239 1.943 -0.508  -0.105
C -3.337 0.677 0.117  -0.341
C -4.442 0.381 0.924  -0.124
C -5.433 1.319 1.130  -0.004
Sb -1.818 -0.823 -0.240  1.504
C -2.725 -2.235 -1.618  -0.318
C -2.991 -1.815 -2.917  -0.133
C -3.772 -2.558 -3.774  0.002
C -4.209 -3.796 -3.333  -0.306
F -5.053 -4.491 -4.091  0.080
C -3.888 -4.287 -2.110  -0.017
C -3.121 -3.524 -1.248  -0.107
C -1.928 -1.998 1.518  -0.407
C -2.423 -1.626 2.793  -0.084
C -2.345 -2.519 3.884  0.010
C -1.785 -3.757 3.680  -0.322
F -1.674 -4.648 4.645  0.089
C -1.342 -4.167 2.461  -0.002
C -1.398 -3.284 1.404  -0.199
H -4.295 3.860 -0.714  0.131
H -2.315 2.226 -1.063  0.058
H -4.564 -0.596 1.362  0.095
H -6.208 1.037 1.830  0.122
H -2.584 -0.880 -3.283  0.070
H -4.042 -2.194 -4.781  0.134
H -4.239 -5.295 -1.879  0.130
H -3.003 -3.868 -0.230  0.087
H -2.866 -0.644 2.943  0.085
H -2.604 -2.217 4.915  0.131
H -0.919 -5.157 2.347  0.127
H -0.949 -3.571 0.479  0.023
Cl 0.622 -4.708 -1.324  0.544
C 0.153 -6.323 -1.921  -1.003
Cl 1.000 -6.676 -3.434  0.506
H -0.916 -6.234 -2.171  0.017
H 0.320 -7.107 -1.155  0.046